The following is a DFT calculation (ωB97M-V/def2-TZVPD) of a structure of composition C46H52CoFN8O4S in a non-equilibrium geometry.

Properties
E_LUMO (spin up / spin down) (eV): 2.2 / 2.2
HOMO-LUMO gap (spin up / spin down) (eV): 4.496 / 4.308
Charge: -1
2S+1: 4
<S²>: 3.776
Highest occupied orbital energy (spin up / spin down) (eV): -2.286 / -2.107

CARTESIAN COORDINATES (ANGSTROEM)
Co (-0.190, 0.361, 1.101)
C (1.107, -5.680, -2.856)
C (1.988, -4.683, -2.092)
C (2.886, -5.421, -1.092)
C (2.914, -3.938, -3.061)
C (1.059, -3.724, -1.372)
C (0.460, -4.046, -0.144)
C (-0.263, -3.080, 0.530)
N (-0.512, -1.870, 0.059)
C (-0.056, -1.595, -1.180)
C (0.748, -2.487, -1.894)
C (-0.357, -0.280, -1.714)
C (-0.693, -0.098, -3.059)
C (-1.045, 1.149, -3.541)
C (-0.991, 2.203, -2.616)
C (-0.629, 1.957, -1.309)
N (-0.319, 0.750, -0.847)
C (-1.559, 1.379, -4.953)
C (-3.084, 1.551, -4.886)
C (-0.945, 2.642, -5.574)
C (-1.229, 0.199, -5.872)
H (1.716, -6.390, -3.413)
H (0.463, -5.145, -3.552)
H (0.477, -6.228, -2.159)
H (3.589, -6.059, -1.627)
H (2.313, -6.055, -0.422)
H (3.444, -4.701, -0.494)
H (3.691, -4.609, -3.424)
H (3.391, -3.101, -2.554)
H (2.373, -3.562, -3.925)
H (0.575, -5.025, 0.293)
H (-0.656, -3.293, 1.517)
H (1.151, -2.160, -2.838)
H (-0.735, -0.975, -3.684)
H (-1.270, 3.205, -2.900)
H (-0.595, 2.762, -0.590)
H (-3.344, 2.444, -4.326)
H (-3.546, 0.700, -4.392)
H (-3.489, 1.643, -5.893)
H (-1.230, 3.532, -5.021)
H (-1.306, 2.755, -6.596)
H (0.141, 2.571, -5.592)
H (-1.767, -0.695, -5.567)
H (-0.160, -0.006, -5.856)
H (-1.515, 0.434, -6.895)
N (-1.702, 3.959, 3.433)
C (-2.126, 4.843, 2.482)
C (-2.961, 5.941, 2.559)
C (-3.181, 6.644, 1.389)
C (-2.583, 6.252, 0.193)
C (-1.742, 5.155, 0.113)
C (-1.502, 4.424, 1.278)
N (-0.747, 3.303, 1.521)
C (-0.895, 3.040, 2.797)
C (-0.328, 1.968, 3.570)
C (0.010, 2.112, 4.902)
S (0.475, 0.592, 5.581)
C (0.158, -0.125, 4.040)
N (-0.197, 0.700, 3.098)
H (-2.026, 3.889, 4.381)
H (-3.446, 6.216, 3.484)
H (-3.833, 7.508, 1.405)
H (-2.806, 6.822, -0.700)
H (-1.293, 4.882, -0.830)
H (0.029, 2.995, 5.507)
H (0.243, -1.182, 3.920)
F (-2.689, -0.107, 5.445)
C (-3.674, 0.127, 4.543)
C (-3.519, -0.316, 3.265)
N (-4.492, -0.127, 2.324)
C (-4.194, -0.431, 0.945)
C (-3.067, 0.529, 0.388)
O (-3.280, 1.110, -0.659)
O (-2.055, 0.565, 1.135)
C (-5.706, 0.432, 2.653)
O (-6.640, 0.520, 1.883)
N (-5.808, 0.866, 3.957)
C (-4.857, 0.798, 4.989)
O (-5.105, 1.261, 6.090)
H (-2.625, -0.821, 2.935)
H (-5.098, -0.309, 0.349)
H (-3.806, -1.451, 0.868)
H (-6.698, 1.272, 4.210)
C (3.154, -1.864, 3.966)
C (2.493, -2.403, 2.692)
C (2.552, -3.933, 2.710)
C (3.157, -1.778, 1.487)
C (4.378, -2.265, 1.078)
C (5.097, -1.684, 0.045)
C (4.604, -0.526, -0.539)
C (3.395, 0.014, -0.164)
C (2.946, 1.346, -0.707)
C (3.197, 1.509, -2.204)
C (3.630, 2.449, 0.105)
C (2.580, -0.628, 0.837)
N (1.406, -0.162, 1.167)
H (2.641, -2.228, 4.855)
H (3.139, -0.777, 3.980)
H (4.191, -2.197, 4.005)
H (1.446, -2.098, 2.669)
H (3.551, -4.282, 2.964)
H (2.282, -4.337, 1.739)
H (1.859, -4.328, 3.455)
H (4.795, -3.119, 1.593)
H (6.047, -2.097, -0.265)
H (5.202, -0.030, -1.290)
H (1.873, 1.431, -0.529)
H (4.259, 1.595, -2.421)
H (2.704, 2.407, -2.571)
H (2.799, 0.657, -2.748)
H (4.711, 2.398, -0.022)
H (3.396, 2.311, 1.157)
H (3.279, 3.432, -0.200)

Atomic forces in eV per Å
-1.002 0.082 -0.139
0.138 0.141 0.094
0.148 -0.171 -0.099
-0.135 0.086 -0.002
-0.177 -0.014 0.130
-0.206 -0.194 0.572
0.273 0.151 -0.519
-0.065 -0.177 0.029
-0.155 0.244 -0.984
0.408 -1.246 0.893
-0.330 0.528 0.105
-0.218 1.667 -0.300
0.031 -0.341 0.360
0.033 0.654 0.459
0.039 -0.488 -0.479
0.066 0.121 -0.292
-0.511 -0.330 -2.124
-0.012 -0.015 -0.259
0.185 -0.025 -0.018
-0.034 -0.191 0.177
-0.018 0.156 0.180
0.085 -0.107 -0.078
-0.079 -0.021 -0.104
-0.100 -0.117 0.025
0.050 -0.024 -0.045
-0.076 -0.093 0.120
0.098 0.031 0.054
0.036 -0.084 -0.033
0.121 0.082 0.026
-0.073 0.099 -0.162
0.104 -0.049 0.125
-0.040 -0.042 0.093
0.103 0.047 -0.090
0.015 -0.061 -0.098
-0.011 0.121 -0.022
0.043 -0.179 0.027
-0.067 0.111 0.127
-0.082 -0.101 0.049
-0.068 0.004 -0.106
0.037 0.134 0.045
-0.016 0.025 -0.090
0.093 0.050 -0.015
-0.023 -0.162 -0.017
0.107 -0.096 -0.036
-0.064 0.014 -0.075
0.183 -0.369 0.004
0.189 0.092 -0.550
-0.203 0.160 -0.072
-0.074 -0.031 0.293
0.085 -0.026 -0.291
-0.012 0.035 0.013
-0.577 0.491 0.692
0.368 -0.416 0.546
-0.347 1.009 -0.906
0.529 -0.201 1.943
0.057 -0.661 -0.305
-0.383 0.506 -1.002
0.136 0.681 0.287
-0.517 -0.398 1.504
-0.041 -0.054 -0.014
-0.008 0.089 0.108
-0.025 0.003 -0.028
0.090 -0.029 -0.031
0.041 -0.075 -0.017
0.011 0.298 0.024
0.171 -0.341 -0.254
-0.323 0.130 -0.130
0.938 -0.732 -0.659
-0.400 0.542 1.026
0.192 -0.125 0.500
0.471 0.287 -1.106
-1.006 -0.667 0.476
-0.135 0.244 -0.630
-1.981 0.448 0.710
-0.339 -0.127 -0.149
-0.038 0.148 -0.061
0.216 0.099 0.484
-0.716 0.335 -0.001
0.234 -0.205 -0.299
0.048 0.063 0.009
0.135 -0.105 0.206
-0.135 0.025 0.016
0.089 -0.016 -0.074
-0.319 0.010 -0.127
0.237 0.020 -0.061
-0.152 0.240 0.025
0.230 -0.359 -0.102
-0.147 -0.023 -0.047
0.604 -0.277 -0.135
-0.189 0.016 0.042
0.137 -0.073 -0.297
0.043 0.003 0.047
-0.114 0.060 0.255
-0.227 -0.074 -0.147
-0.445 0.087 0.295
3.903 -0.929 0.649
-0.066 -0.087 0.299
0.024 0.149 -0.029
0.084 0.019 0.015
-0.017 0.043 -0.091
0.112 -0.104 0.005
0.005 -0.100 -0.094
-0.014 -0.104 0.113
0.128 -0.212 0.039
0.109 -0.031 -0.019
0.090 0.106 -0.184
0.199 -0.067 0.031
0.169 -0.007 -0.111
-0.041 0.202 -0.109
-0.040 -0.142 -0.133
0.135 0.024 -0.014
0.002 0.005 0.163
-0.015 0.282 -0.048

The following is a DFT calculation (ωB97M-V/def2-TZVPD) of a cluster of 2 separate species, C4H14N2 in total in a non-equilibrium geometry.

Properties
E_LUMO (eV): 1.1
HOMO-LUMO gap (eV): 9.849
Energy above the lowest of the compared OMol25 structures with the same formula, charge and spin (eV): 0.8668
Highest occupied orbital energy (eV): -8.789
SMILES: CNC.CNC

CARTESIAN COORDINATES (ANGSTROEM)
C (-1.332, 2.225, -0.742)
N (-2.128, 0.999, -0.784)
C (-2.313, 0.488, 0.586)
H (-0.336, 1.961, -0.381)
H (-1.693, 3.035, -0.098)
H (-1.174, 2.586, -1.757)
H (-3.056, 1.277, -1.098)
H (-2.938, 1.120, 1.223)
H (-2.787, -0.492, 0.527)
H (-1.322, 0.369, 1.022)
C (1.830, -1.966, -0.906)
N (1.323, -0.944, 0.001)
C (2.185, -0.736, 1.141)
H (1.995, -2.932, -0.406)
H (2.789, -1.616, -1.293)
H (1.142, -2.107, -1.730)
H (0.402, -1.253, 0.309)
H (3.184, -0.495, 0.763)
H (1.875, 0.067, 1.807)
H (2.353, -1.586, 1.817)

Atomic forces in eV per Å
0.795 -0.374 -0.294
-0.600 0.701 0.758
0.106 -0.369 -0.655
0.024 -0.024 0.067
-0.312 -0.037 -0.024
-0.196 0.189 -0.017
0.138 -0.259 -0.246
0.123 0.199 0.113
0.009 -0.065 0.095
-0.062 -0.001 0.201
0.376 0.166 0.411
-0.737 -0.270 0.176
0.897 -0.044 0.303
0.032 -0.016 -0.087
-0.023 -0.131 -0.141
-0.104 0.018 -0.160
0.148 0.294 -0.009
-0.101 0.199 0.058
-0.271 0.246 -0.343
-0.240 -0.424 -0.206

The following is a DFT calculation (ωB97M-V/def2-TZVPD) of a structure of composition C9H18CaOP in a non-equilibrium geometry.

Properties
E_LUMO (eV): 3.0
HOMO-LUMO gap (eV): 3.309
Charge: -1
Highest occupied orbital energy (eV): -0.307

CARTESIAN COORDINATES (ANGSTROEM)
C (-1.665, 2.593, 1.269)
C (-0.857, 3.212, 0.278)
C (0.505, 3.087, 0.659)
C (0.557, 2.407, 1.906)
C (-0.784, 2.097, 2.305)
Ca (-1.221, -0.736, 0.909)
P (-3.271, -0.631, -1.047)
H (-2.757, 2.603, 1.326)
H (-1.231, 3.684, -0.627)
H (1.375, 3.377, 0.062)
H (-1.108, 1.761, 3.297)
H (1.446, 2.200, 2.498)
H (-3.433, -1.264, -2.322)
H (-4.219, 0.394, -1.366)
H (-4.277, -1.471, -0.446)
C (2.506, -1.212, 1.330)
C (2.043, -0.687, -0.013)
O (0.603, -1.055, -0.206)
C (0.416, -2.263, -1.054)
C (0.516, -1.948, -2.533)
H (1.981, -0.726, 2.168)
H (3.581, -1.021, 1.477)
H (2.354, -2.303, 1.396)
H (2.100, 0.395, -0.114)
H (2.591, -1.147, -0.838)
H (1.196, -2.977, -0.766)
H (-0.565, -2.703, -0.785)
H (1.527, -1.608, -2.805)
H (0.312, -2.861, -3.112)
H (-0.222, -1.197, -2.846)

Atomic forces in eV per Å
0.728 -0.172 0.559
0.063 -0.495 0.187
-0.214 -0.463 0.181
-0.793 -0.058 -0.120
-0.064 0.483 -0.728
-0.359 0.661 1.931
-1.695 -0.559 -0.656
0.391 -0.006 -0.077
0.114 -0.097 0.140
-0.342 0.056 0.231
0.202 -0.034 -0.505
-0.107 0.029 -0.155
0.309 -0.034 0.143
-0.075 0.324 0.009
0.677 0.524 -0.263
0.226 -0.127 0.359
-1.182 -0.561 -0.146
1.842 -0.764 -1.373
0.584 0.571 0.242
-0.015 0.109 -0.158
0.041 -0.206 -0.413
-0.201 0.027 -0.181
-0.038 0.474 0.002
-0.134 0.016 0.174
0.020 0.067 0.077
-0.222 -0.041 0.105
0.312 0.240 0.036
-0.342 0.018 0.051
0.038 0.124 0.192
0.237 -0.110 0.154

The following is a DFT calculation (ωB97M-V/def2-TZVPD) of a cluster of 2 separate species, H2N2O3 in total in a non-equilibrium geometry.

Properties
E_LUMO (spin up / spin down) (eV): 0.5 / -3.5
HOMO-LUMO gap (spin up / spin down) (eV): 8.662 / 7.654
2S+1: 3
Energy above the lowest of the compared OMol25 structures with the same formula, charge and spin (eV): 5.1595
<S²>: 2.006
Highest occupied orbital energy (spin up / spin down) (eV): -8.173 / -11.135

CARTESIAN COORDINATES (ANGSTROEM)
N (0.600, -0.304, -0.612)
N (-0.513, -0.089, 0.238)
O (0.095, -1.380, 0.259)
O (1.736, 0.127, -0.294)
O (-1.628, -0.138, -0.548)
H (1.750, 0.620, 1.221)
H (-2.225, 0.679, -0.561)

Atomic forces in eV per Å
2.998 -0.185 1.487
-1.016 1.787 0.570
-0.564 -0.025 -0.967
-1.780 -1.257 -3.621
-1.685 -0.162 -1.114
0.185 0.991 2.638
1.862 -1.150 1.008

| no. | total energy (Ha) |
| --- | --- |
| 1 | -4404.0437 |
| 2 | -270.2637 |
| 3 | -1447.7867 |
| 4 | -335.9888 |